# 1
{
  "formula": "C3H4IN4",
  "method": "the ωB97M-V functional and the def2-TZVPD basis",
  "symbols": ["H", "N", "H", "N", "C", "N", "H", "C", "H", "I", "C", "N"],
  "positions_angstrom": [[-0.8419, -1.8099, -0.6650], [-1.3576, 1.3888, 0.0896], [0.9123, -1.9407, -0.6805], [-1.3510, 2.4015, -0.6983], [-0.1473, 0.8143, -0.1141], [0.5647, 1.5272, -0.9926], [-0.0618, -2.4745, 0.6568], [0.0755, -1.7205, -0.0213], [-0.2294, -0.2278, 1.7440], [2.3466, -0.1663, 1.3306], [0.2841, -0.3023, 0.6984], [-0.1944, 2.5101, -1.3477]],
  "forces_ev_per_angstrom": [[0.64, 0.89, 0.57], [0.95, -1.58, 0.63], [0.13, 0.05, 0.10], [-0.70, 2.23, -1.34], [-0.31, 1.55, 0.00], [1.14, -1.67, 0.58], [0.16, -1.97, 2.02], [-0.42, 2.41, -1.43], [0.59, -0.42, -2.17], [0.17, -0.02, -0.05], [-1.03, -2.21, 1.27], [-1.33, 0.73, -0.16]],
  "lumo_ev": 2.9,
  "homo_ev": -4.62,
  "relative_energy_kj_mol": 0.0,
  "gap_ev": 7.5,
  "energy_ha": -633.4513,
  "total_charge": -1
}

***

# 2
{
  "formula": "C7H9Br",
  "method": "the ωB97M-V functional and the def2-TZVPD basis",
  "symbols": ["H", "Br", "H", "C", "H", "H", "C", "H", "H", "H", "C", "C", "C", "H", "H", "C", "C"],
  "positions_angstrom": [[-1.3356, -0.0856, 1.8420], [-3.0109, 0.0520, -0.1725], [1.7239, -1.9928, 0.5328], [0.1075, 1.9231, -0.7232], [2.0411, 1.6508, 0.3700], [0.4723, 1.6251, -1.8056], [1.0481, 1.9453, 0.4245], [-0.9285, -2.1809, -1.1033], [0.2005, -2.6207, 1.0922], [-0.8631, 2.4106, -0.8183], [-1.2939, -0.0913, 0.8153], [-0.1040, -0.6809, 0.1842], [-0.0339, -1.7929, -0.8898], [0.7716, 2.5604, 1.2910], [0.5371, -1.5134, -1.6826], [0.5820, -2.0102, 0.4170], [0.0857, 0.8013, 0.2263]],
  "forces_ev_per_angstrom": [[-0.78, -0.13, 2.14], [1.32, -0.03, 0.79], [-1.72, 0.09, -0.52], [-0.18, -1.94, -3.89], [1.77, -0.09, -0.50], [-0.34, 0.87, 2.25], [-2.78, -0.03, 2.32], [-3.25, -1.74, -0.78], [-2.08, -2.73, 2.80], [0.53, 0.67, 0.48], [2.12, 2.15, -2.91], [0.21, -0.59, -1.07], [1.04, 2.44, 2.49], [0.45, 0.11, -0.53], [1.72, 0.37, -2.18], [4.24, 3.22, -1.31], [-2.27, -2.63, 0.42]],
  "lumo_ev": 0.8,
  "homo_ev": -8.98,
  "relative_energy_kj_mol": 405.2,
  "gap_ev": 9.8,
  "smiles": "Br[C@H]1[C@]2(CC2)[C@@]12CC2",
  "energy_ha": -2845.9627
}

***

# 3
{
  "formula": "C35H73ClN4O26P5S",
  "method": "the ωB97M-V functional and the def2-TZVPD basis",
  "symbols": ["H", "H", "H", "C", "N", "H", "P", "C", "O", "O", "H", "C", "H", "H", "H", "C", "H", "O", "H", "O", "H", "P", "P", "P", "C", "C", "O", "H", "H", "H", "H", "O", "H", "H", "O", "O", "H", "H", "H", "P", "H", "H", "H", "O", "C", "H", "H", "H", "O", "H", "C", "H", "H", "C", "H", "H", "H", "C", "H", "C", "H", "H", "O", "H", "O", "H", "H", "C", "H", "H", "S", "O", "H", "C", "C", "O", "C", "C", "N", "H", "C", "C", "H", "H", "C", "C", "C", "H", "N", "H", "O", "H", "O", "H", "C", "H", "H", "H", "H", "C", "C", "C", "H", "H", "H", "H", "N", "H", "H", "Cl", "H", "H", "C", "H", "O", "C", "O", "H", "O", "O", "C", "H", "H", "O", "C", "O", "O", "H", "H", "H", "H", "C", "H", "H", "C", "H", "O", "C", "O", "C", "C", "H", "C", "H", "O"],
  "positions_angstrom": [[1.6434, -6.6451, -1.2058], [-0.7402, 0.2711, 4.3989], [2.7436, -0.3776, 1.5142], [-0.2440, -4.8704, 2.9238], [-0.5406, -4.1227, -1.3020], [-4.2661, -1.3810, 3.7636], [2.8485, 2.4431, -4.1479], [0.6438, -2.3804, -4.4360], [2.5121, 4.2683, 2.3162], [1.1443, 6.3704, 2.8035], [0.6394, -3.3861, -4.0156], [-3.0739, 3.2078, -1.9800], [6.5700, -0.3082, -1.8968], [2.1716, 4.6761, -6.5727], [1.2022, -1.5234, -7.9290], [3.7047, -1.3574, -0.7631], [0.0239, -1.8875, -3.6871], [-0.7907, -1.2891, 1.0175], [-2.4714, 3.7520, -2.7072], [1.2769, 1.9941, -4.3902], [2.6689, -1.2254, -1.0389], [-5.7297, 2.8935, -2.1001], [2.8471, -1.0291, 4.9304], [-5.6654, -3.0707, 1.2488], [-7.4320, -4.6371, 2.3996], [2.2341, -0.9459, 2.2923], [1.4111, -1.0490, 5.2933], [3.8856, -3.9417, 6.3527], [4.3098, -2.3464, 1.1700], [1.2004, 7.1873, -0.4020], [1.7429, 3.4086, -1.3390], [-4.5670, -4.2626, 1.1016], [-5.4033, 1.6643, 0.3844], [0.1337, -5.2242, 1.9758], [3.7318, 1.2646, -3.7757], [-0.4805, -3.8867, -6.3603], [-6.6736, 2.9597, -5.4179], [-7.0043, -5.6386, 2.3530], [1.2894, -0.5292, 2.6414], [2.3954, 5.8550, 2.2510], [6.7576, -1.6638, 0.4772], [-2.5006, 3.1018, -1.0590], [-3.1664, -4.4816, -0.5567], [-5.3713, 1.3759, -1.6860], [-0.1603, -3.6394, 3.6052], [-2.5358, -4.4353, 1.0123], [-3.1570, 2.1774, -2.3255], [-0.9575, -3.0974, 5.5682], [-6.4598, -3.5750, 2.5106], [-3.0060, -1.5260, 2.5504], [-1.2751, 3.4883, 3.9077], [3.6377, 5.3024, -5.8838], [4.0193, -0.2528, -2.4713], [0.8729, -5.9205, -1.4242], [-1.8236, -4.5932, -2.9049], [1.6715, 8.1413, 1.0030], [4.8691, 5.7913, 1.2597], [2.7702, 3.4215, -1.7033], [2.8392, 7.8410, -0.3696], [2.0843, -1.8907, -4.7055], [0.5884, 3.9862, 1.5504], [-7.1080, 4.1248, -4.2309], [-0.2779, -0.8564, -1.2607], [0.3085, -2.7215, 3.2828], [3.2963, 3.2611, -5.4963], [2.2672, 5.0263, -4.8281], [-0.9720, -3.2528, -1.0241], [-0.9740, -4.9545, -2.3444], [1.7572, -0.1581, -5.9640], [-0.4268, 2.8373, 5.7351], [-0.1483, -2.4915, -6.0928], [-6.4832, -2.9498, 0.0205], [-8.0462, -4.4641, 1.5158], [0.5786, -4.6710, -0.7989], [1.4220, 3.3909, 1.9230], [-4.3887, 3.7140, -1.6591], [-1.2382, -5.1874, 4.8598], [-0.1112, -6.0144, -2.4477], [-0.9297, -5.7754, 3.6850], [1.0963, 2.7283, 2.7249], [-3.3594, -4.0371, 0.4197], [-0.8006, -3.8559, 4.8156], [1.8270, 2.8376, 1.0757], [-1.8112, 0.7800, 2.1955], [4.5431, -1.8747, 0.2269], [-1.8226, 2.8455, 2.7511], [2.0357, 7.4426, 0.2500], [-8.1826, -4.6746, 3.1892], [-1.6391, 1.4738, 2.9089], [3.1864, 2.4707, -1.3704], [0.4232, 0.6566, 0.2960], [2.3506, -2.9605, 6.6002], [-1.8434, 0.4985, -0.0554], [3.3921, 4.1678, -1.2091], [5.8151, -0.8287, -1.3261], [-1.8484, -5.6805, 5.6020], [1.8982, -1.8265, 1.7448], [1.0621, -4.1532, 0.0163], [5.4923, 5.0691, 2.7940], [-0.8216, 2.5381, 4.7754], [-4.0003, -1.8749, 2.8290], [3.0847, -3.3577, 5.8992], [2.6000, -1.3782, -3.8934], [-0.1257, 0.7024, -3.7307], [-2.1383, 3.3629, 1.8572], [3.2940, -1.1843, -6.3493], [4.4415, -0.7103, -1.6759], [2.6778, -2.7900, -4.8701], [-4.4625, 0.3395, -0.2926], [-0.6270, -0.2686, -0.0019], [-5.5909, 4.3261, -5.1172], [2.7640, 2.1312, 5.8831], [2.8055, 4.6264, -5.6874], [3.4826, 2.1510, 4.2429], [3.1994, -1.1515, 3.2906], [1.4269, -2.0192, -6.9846], [2.5607, 6.2130, 0.7115], [0.7868, 1.3970, -2.4029], [-1.1066, -1.4346, -6.2258], [-6.9961, 3.4995, -1.5574], [-1.0416, 1.2700, 4.1198], [-3.9211, -2.9210, 3.1249], [-6.2969, 0.2793, -0.2376], [3.5761, 0.3560, 5.2423], [5.8806, -1.5567, -0.1439], [3.7798, 6.3030, 2.9291], [3.7432, -2.1840, 5.5959], [2.0292, -2.9007, -7.2045], [1.8566, 1.3876, 4.5918], [-0.3966, 2.3864, -3.3795], [-1.2425, 4.5514, 4.0951], [2.2491, -1.1274, -6.0446], [-3.2128, -2.9595, 0.3459], [-0.2017, -6.8302, -3.1496], [4.9915, 5.9216, 2.3350], [2.5560, -3.9437, 5.1474], [2.7675, 3.6821, -3.0408], [-5.4020, 0.8855, -0.3783], [-5.5422, 2.7904, -3.7163], [2.8685, 1.5866, 4.9447], [-6.2479, 3.5971, -4.6429], [-1.1340, -6.6924, 3.3143], [0.3692, 1.6107, -3.3868], [5.6931, 6.7306, 2.5381], [-4.9049, -1.7284, 1.7560]],
  "forces_ev_per_angstrom": [[0.06, 0.36, 0.06], [-0.06, 0.04, 0.18], [-0.46, 0.53, 0.24], [0.37, 0.88, -0.35], [-0.12, -1.59, -1.63], [-0.62, 0.50, -0.39], [-0.26, 0.14, 0.54], [0.07, -0.40, -0.01], [0.32, 0.39, 0.32], [0.34, 0.52, 0.58], [0.26, -0.28, -0.42], [0.09, -1.40, 0.47], [-0.08, -0.14, 0.03], [-0.12, -0.38, 0.09], [-0.39, -0.09, 0.05], [-0.04, 0.08, 0.28], [0.03, 0.93, -0.50], [0.26, -0.13, -0.09], [-0.67, 0.58, -0.01], [3.16, 0.98, -0.94], [-0.53, -0.77, 1.11], [0.48, 0.52, 0.45], [-0.04, 0.89, -2.73], [0.29, -0.36, -1.72], [-0.65, 0.02, -0.81], [-0.76, 0.33, -1.25], [0.86, -0.32, -0.26], [-0.52, -0.43, 0.25], [-0.36, -0.06, -0.24], [-0.08, 0.21, -0.07], [-0.04, 0.42, 0.30], [-1.14, 0.38, 0.43], [0.00, 0.24, -0.08], [0.03, 0.37, -0.08], [-1.57, 2.27, -0.86], [-0.07, 1.07, -0.15], [0.27, -0.21, -0.04], [0.50, 0.25, -0.11], [0.30, 0.58, 0.17], [-0.27, -1.20, -0.16], [-0.01, -0.25, -0.18], [-0.10, 0.40, 0.12], [-1.18, -0.22, -0.18], [-0.82, 1.89, -2.22], [0.26, -1.64, -1.41], [-0.05, 0.09, 0.39], [-0.04, 0.00, -0.25], [0.04, -0.20, 0.13], [-0.65, -0.58, 1.10], [-0.09, 0.00, -0.29], [-1.85, 0.17, -2.66], [0.30, -0.32, 0.19], [0.49, 0.39, -0.18], [-1.12, 2.46, 0.28], [0.05, -0.46, -0.23], [0.32, -0.22, 0.24], [0.21, -0.10, 0.05], [-0.09, -0.45, 2.76], [-0.23, 0.51, 0.06], [0.71, -0.24, 0.00], [-0.08, -0.08, 0.25], [0.17, 0.02, 0.51], [-0.66, -1.02, -0.69], [-0.07, -0.18, -0.12], [-1.01, -0.89, 2.04], [0.01, -0.25, -0.01], [0.34, 0.10, -0.04], [-0.16, 1.36, 0.60], [0.67, 0.32, -0.21], [0.19, -0.81, 0.09], [2.24, -0.68, 0.85], [0.69, 0.56, 1.14], [0.31, -0.07, -0.31], [1.21, -1.44, 0.84], [0.36, 0.46, -1.13], [-0.90, -0.08, -0.40], [-0.76, 1.08, 0.98], [-0.29, -0.46, 0.16], [0.82, 0.48, -0.79], [0.25, 0.27, 0.06], [1.65, 0.84, 0.15], [-0.77, -0.93, 1.05], [-0.22, -0.33, 0.19], [0.03, 0.06, 0.02], [-0.24, 0.08, -0.32], [1.20, 0.65, 1.52], [-0.14, 0.23, -1.46], [0.61, 0.70, 0.61], [0.24, 2.27, 0.75], [0.24, -0.39, -0.57], [0.73, 0.07, 0.91], [-0.41, -1.36, 0.53], [-0.84, -0.25, -0.37], [-0.38, 0.27, 0.11], [-1.48, 0.19, -0.15], [0.13, -0.01, -0.03], [0.38, -0.74, 0.41], [0.20, -0.17, -0.01], [-0.67, -0.46, 0.04], [-0.13, -2.69, -0.64], [1.24, -0.70, 1.23], [-0.75, -0.84, 1.98], [-0.53, 0.13, 0.17], [0.07, -0.11, 0.03], [-0.23, -0.57, -0.10], [-0.13, 0.74, 0.07], [3.01, -0.48, 0.41], [0.07, -0.26, 0.22], [-0.32, -0.36, 0.39], [0.41, 1.14, 0.15], [0.19, -0.08, 0.17], [0.14, 0.04, -0.05], [-0.08, 0.28, -0.29], [-0.27, -0.05, -0.06], [-0.20, -0.90, 3.21], [-0.17, 0.28, -0.38], [0.29, -0.85, 1.16], [0.17, 0.27, -0.04], [-0.45, 0.13, -0.38], [2.23, -1.02, -1.14], [0.63, 0.85, 1.12], [0.23, -0.14, -0.15], [0.24, -0.23, -0.01], [0.10, -1.13, 0.60], [-0.67, 1.07, -0.89], [-1.57, -0.19, 0.40], [0.94, 3.21, -2.38], [-0.44, -0.36, 0.09], [0.13, 0.03, -0.28], [0.01, 0.05, 0.54], [-0.07, 0.01, -0.29], [-1.88, -1.21, 0.72], [0.35, 0.06, -0.24], [-0.07, 0.12, -0.05], [1.29, 0.46, -0.30], [0.30, 0.47, -0.64], [0.55, -1.79, -3.90], [0.33, -0.25, 1.03], [-0.44, -0.25, 1.46], [0.03, -0.16, 0.34], [-0.64, 0.18, -0.43], [-0.10, 0.17, 0.59], [-0.99, -0.34, 0.12], [-0.04, 0.26, -0.33], [-1.38, -1.31, -0.83]],
  "lumo_ev": [3.3, 3.3],
  "homo_ev": [2.13, -4.10],
  "s2": 0.750,
  "gap_ev": [1.1, 7.4],
  "spin_multiplicity": 2,
  "energy_ha": -6117.9410,
  "total_charge": -2
}

***

# 4
{
  "formula": "C4H6N2O",
  "method": "the ωB97M-V functional and the def2-TZVPD basis",
  "symbols": ["C", "H", "N", "N", "H", "C", "O", "H", "C", "H", "H", "H", "C"],
  "positions_angstrom": [[-0.5760, -1.3309, 0.1260], [0.2016, 1.2996, -1.4815], [0.2022, -0.6530, 1.1632], [-0.3376, -0.7190, -1.0832], [-0.8221, -1.0106, -1.9146], [-0.4531, 0.6513, 1.3115], [-1.3185, -2.2592, 0.3201], [-0.0266, 1.4650, 1.8355], [0.7475, 0.4914, 0.4385], [1.5650, 0.1483, -1.4925], [-1.4769, 0.7129, 0.9601], [1.6987, 0.8292, 0.8546], [0.5958, 0.3750, -1.0377]],
  "forces_ev_per_angstrom": [[-0.25, -0.29, -0.05], [0.05, -0.24, 0.02], [0.18, -0.34, 0.03], [-0.11, -0.28, -0.02], [-0.01, -0.11, 0.12], [0.42, 0.82, -1.44], [0.31, 0.31, -0.01], [-0.69, -0.03, 2.71], [0.22, -0.09, -0.50], [-0.12, -0.12, -0.20], [0.25, 0.32, -0.26], [-0.36, 0.18, -0.24], [0.11, -0.12, -0.15]],
  "lumo_ev": 0.8,
  "homo_ev": -9.48,
  "relative_energy_kj_mol": 206.1,
  "gap_ev": 10.3,
  "smiles": "O=C1NC[C@H]2CN12",
  "energy_ha": -340.7164
}

***

Number 3 is which compound? C35H73ClN4O26P5S